[1]
{"formula": "C39H38N5", "method": "ωB97M-V with the def2-TZVPD basis set", "elements": ["C", "N", "C", "C", "C", "C", "C", "C", "C", "C", "C", "C", "C", "C", "N", "C", "C", "C", "C", "C", "C", "H", "H", "H", "H", "H", "H", "H", "H", "H", "H", "H", "H", "H", "H", "H", "H", "H", "H", "H", "H", "H", "H", "H", "C", "C", "C", "C", "N", "C", "N", "C", "C", "C", "C", "C", "C", "C", "C", "C", "C", "C", "C", "C", "N", "C", "C", "H", "H", "H", "H", "H", "H", "H", "H", "H", "H", "H", "H", "H", "H", "H"], "xyz": [[7.8592, -4.4130, 3.4732], [7.3144, -3.7875, 2.2656], [7.7779, -4.3875, 1.0067], [6.0426, -3.1312, 2.3179], [5.9472, -1.7279, 2.2840], [4.7278, -1.1086, 2.1969], [3.5307, -1.8541, 2.1547], [2.2810, -1.2011, 1.9369], [1.0517, -1.8307, 1.9603], [-0.1245, -1.2668, 1.5001], [-1.3720, -1.9613, 1.4576], [-2.3888, -1.5733, 0.5583], [-3.5392, -2.3070, 0.4353], [-3.7619, -3.4457, 1.2304], [-4.9984, -4.1661, 1.1618], [-5.0802, -5.4783, 0.5119], [-6.0669, -3.8787, 2.1237], [-2.7685, -3.8182, 2.1528], [-1.6079, -3.0999, 2.2586], [3.6359, -3.2577, 2.2641], [4.8537, -3.8757, 2.3412], [7.3232, -4.0527, 4.3495], [7.7524, -5.4957, 3.4254], [8.9117, -4.1567, 3.5804], [7.1980, -4.0006, 0.1700], [8.8260, -4.1429, 0.8420], [7.6613, -5.4702, 1.0307], [6.8530, -1.1474, 2.3235], [4.6693, -0.0336, 2.1527], [2.3068, -0.1570, 1.6759], [1.0218, -2.8514, 2.2879], [-0.0827, -0.2927, 1.0476], [-2.2290, -0.7082, -0.0626], [-4.2926, -2.0306, -0.2830], [-4.1907, -5.6580, -0.0885], [-5.1634, -6.2734, 1.2509], [-5.9489, -5.5079, -0.1424], [-5.8518, -2.9490, 2.6480], [-7.0140, -3.7715, 1.5993], [-6.1483, -4.6777, 2.8595], [-2.9446, -4.6722, 2.7859], [-0.8724, -3.3840, 2.9895], [2.7452, -3.8553, 2.2488], [4.9185, -4.9491, 2.4024], [1.9502, -1.1945, -3.4652], [0.6781, -1.3576, -2.9547], [-0.0658, -0.2570, -2.5870], [0.4539, 1.0180, -2.7249], [-0.3288, 2.1847, -2.3604], [-1.0539, 2.3399, -1.2435], [-1.6192, 3.5411, -1.3416], [-2.4297, 4.2140, -0.3436], [-3.3710, 3.4996, 0.3793], [-4.1485, 4.1250, 1.3296], [-3.9944, 5.4763, 1.5684], [-3.0441, 6.1959, 0.8710], [-2.2610, 5.5641, -0.0722], [-1.2051, 4.0767, -2.6145], [-1.5898, 5.3772, -3.1722], [-0.6779, 6.1224, -3.9160], [-1.0313, 7.3484, -4.4319], [-2.2977, 7.8529, -4.2215], [-3.2198, 7.1194, -3.5051], [-2.8713, 5.8924, -2.9882], [-0.3883, 3.2457, -3.2012], [1.7287, 1.1749, -3.2419], [2.4766, 0.0744, -3.6045], [2.5402, -2.0565, -3.7376], [0.2725, -2.3487, -2.8345], [-1.0612, -0.3746, -2.1974], [-3.4710, 2.4445, 0.1950], [-4.8780, 3.5613, 1.8864], [-4.6203, 5.9713, 2.2921], [-2.9182, 7.2487, 1.0629], [-1.5106, 6.1140, -0.6131], [0.3047, 5.7183, -4.0872], [-0.3234, 7.9085, -5.0195], [-2.5711, 8.8125, -4.6278], [-4.2207, 7.4953, -3.3732], [-3.5918, 5.3090, -2.4444], [2.1223, 2.1680, -3.3554], [3.4739, 0.2030, -3.9897]], "e_homo_ev": -10.41, "charge": 1, "e_lumo_ha": -0.192, "homo_lumo_gap_ev": 5.18}

***

[2]
{"formula": "C39H38N5P2SSeV", "method": "ωB97M-V with the def2-TZVPD basis set", "elements": ["V", "N", "C", "C", "C", "C", "C", "N", "C", "C", "C", "C", "C", "N", "H", "H", "H", "H", "H", "H", "H", "H", "H", "C", "S", "C", "C", "C", "N", "P", "C", "C", "C", "C", "C", "C", "C", "C", "C", "C", "C", "C", "P", "C", "C", "C", "C", "C", "C", "C", "C", "C", "C", "C", "C", "H", "H", "H", "H", "H", "H", "H", "H", "H", "H", "H", "H", "H", "H", "H", "H", "H", "H", "H", "H", "H", "H", "H", "H", "H", "H", "H", "H", "H", "Se", "C", "N"], "xyz": [[-1.6030, 0.0972, -0.8547], [-2.5223, -2.3540, -2.9343], [-2.2062, -1.1858, -3.6027], [-2.3317, -1.1891, -5.0000], [-2.0357, -0.0451, -5.6953], [-1.6216, 1.0948, -4.9994], [-1.5178, 1.0131, -3.6403], [-1.7924, -0.1123, -2.9353], [-2.7320, -2.6512, -1.6060], [-3.2937, -3.9089, -1.3271], [-3.5570, -4.2558, -0.0291], [-3.2512, -3.3549, 0.9961], [-2.6847, -2.1632, 0.6545], [-2.4207, -1.7912, -0.6279], [-2.8062, -3.0979, -3.5521], [-2.6726, -2.0791, -5.5115], [-2.1341, -0.0281, -6.7723], [-1.3916, 2.0195, -5.5065], [-1.2091, 1.8695, -3.0531], [-3.5319, -4.5799, -2.1411], [-4.0037, -5.2158, 0.1923], [-3.4467, -3.5811, 2.0336], [-2.4145, -1.4440, 1.4155], [5.2327, -2.4563, 1.4614], [5.1125, -0.7696, 0.8377], [3.5871, -0.2642, 1.6681], [3.3364, 1.2132, 1.3921], [1.9191, 1.6839, 1.6821], [0.8517, 0.9694, 0.9298], [-0.7864, 0.9639, 1.4451], [-0.8880, 0.0113, 2.9766], [0.1908, -0.6682, 3.5320], [0.0208, -1.4181, 4.6905], [-1.2240, -1.4912, 5.2933], [-2.3082, -0.8157, 4.7424], [-2.1437, -0.0698, 3.5888], [-1.1427, 2.6667, 1.9174], [-1.2788, 3.5995, 0.8842], [-1.4608, 4.9403, 1.1717], [-1.5147, 5.3580, 2.4960], [-1.3764, 4.4400, 3.5255], [-1.1862, 3.0954, 3.2419], [0.7669, 0.5702, -0.7032], [1.9975, 1.4002, -1.6903], [1.8046, 2.7511, -1.9800], [2.7697, 3.4426, -2.6925], [3.9145, 2.7823, -3.1228], [4.1030, 1.4348, -2.8401], [3.1482, 0.7368, -2.1208], [0.9061, -1.2249, -0.8981], [0.9340, -1.7633, -2.1937], [0.8214, -3.1291, -2.3766], [0.6533, -3.9709, -1.2798], [0.6044, -3.4450, 0.0032], [0.7262, -2.0759, 0.1940], [6.1223, -2.8997, 1.0195], [4.3637, -3.0452, 1.1693], [5.3430, -2.4576, 2.5444], [3.6801, -0.4467, 2.7417], [2.7678, -0.8791, 1.2883], [3.5917, 1.4454, 0.3580], [4.0060, 1.8171, 2.0072], [1.8374, 2.7511, 1.4639], [1.6870, 1.5608, 2.7414], [1.1712, -0.6112, 3.0745], [0.8653, -1.9360, 5.1251], [-1.3501, -2.0693, 6.1989], [-3.2780, -0.8638, 5.2192], [-2.9907, 0.4666, 3.1715], [-1.2582, 3.2729, -0.1509], [-1.5780, 5.6579, 0.3712], [-1.6700, 6.4040, 2.7241], [-1.4131, 4.7691, 4.5551], [-1.0697, 2.3905, 4.0546], [0.9123, 3.2649, -1.6356], [2.6332, 4.4923, -2.9130], [4.6667, 3.3254, -3.6792], [5.0031, 0.9308, -3.1649], [3.3181, -0.3020, -1.8667], [1.0659, -1.1100, -3.0496], [0.8758, -3.5457, -3.3741], [0.5729, -5.0393, -1.4316], [0.4798, -4.0967, 0.8580], [0.6855, -1.6687, 1.1958], [-5.0941, 3.3506, -0.5085], [-3.8588, 2.1701, -0.6444], [-2.9985, 1.3475, -0.7423]], "multiplicity": 3, "e_homo_ev": [-12.71, -12.71], "charge": 2, "e_lumo_ha": [-0.238, -0.213], "homo_lumo_gap_ev": [6.24, 6.92], "s_squared": 2.04}

***

[3]
{"formula": "C39H38NO4PS3Ta", "method": "ωB97M-V with the def2-TZVPD basis set", "elements": ["Ta", "O", "S", "C", "C", "C", "C", "S", "O", "C", "C", "C", "C", "C", "C", "C", "C", "C", "C", "C", "C", "H", "H", "H", "H", "H", "H", "H", "H", "H", "H", "H", "H", "H", "H", "H", "H", "H", "H", "O", "C", "C", "C", "C", "C", "C", "C", "P", "C", "C", "C", "C", "C", "C", "C", "C", "C", "C", "C", "C", "H", "H", "H", "H", "H", "H", "H", "H", "H", "H", "H", "H", "H", "H", "C", "O", "C", "C", "H", "H", "H", "H", "H", "H", "S", "C", "N"], "xyz": [[0.2604, 0.8168, -0.2702], [-0.3769, 0.8991, 1.8231], [-1.1984, -0.1927, 2.5336], [-0.0057, -1.4704, 3.0614], [0.9642, -1.1495, 4.1868], [2.0161, -0.1001, 3.8208], [3.1191, -0.6311, 2.8957], [3.4555, 0.4247, 1.4544], [2.0854, 0.4583, 0.8004], [3.6591, 1.9877, 2.2812], [2.6057, 2.8738, 2.4343], [2.8380, 4.0839, 3.0636], [4.1085, 4.3909, 3.5334], [5.1551, 3.4976, 3.3629], [4.9369, 2.2889, 2.7192], [-1.5739, 0.5475, 4.1085], [-2.4818, -0.1190, 4.9185], [-2.8045, 0.4267, 6.1504], [-2.2332, 1.6288, 6.5478], [-1.3378, 2.2884, 5.7179], [-0.9977, 1.7469, 4.4865], [0.4852, -1.7332, 2.1221], [-0.6585, -2.3082, 3.3210], [1.4412, -2.0908, 4.4755], [0.4065, -0.8153, 5.0642], [2.4725, 0.3051, 4.7229], [1.5042, 0.7323, 3.3388], [2.8631, -1.5893, 2.4360], [4.0757, -0.7621, 3.4028], [1.6271, 2.6374, 2.0349], [2.0308, 4.7958, 3.1737], [4.2890, 5.3411, 4.0168], [6.1478, 3.7516, 3.7067], [5.7591, 1.6084, 2.5358], [-2.9497, -1.0380, 4.5859], [-3.5100, -0.0798, 6.7946], [-2.4938, 2.0563, 7.5064], [-0.9022, 3.2287, 6.0278], [-0.3128, 2.2547, 3.8208], [-0.4265, -1.0737, -2.1651], [-0.9151, 0.1518, -1.7625], [-2.0313, 0.6633, -2.5534], [-2.4726, 0.1212, -3.7588], [-3.5045, 0.7481, -4.4418], [-4.1062, 1.8943, -3.9375], [-3.6891, 2.4272, -2.7239], [-2.6525, 1.8126, -2.0453], [-1.9880, 2.1801, -0.4108], [-1.9608, 3.9773, -0.1476], [-0.7354, 4.6294, -0.0369], [-0.6815, 6.0059, 0.1351], [-1.8541, 6.7412, 0.1947], [-3.0822, 6.0990, 0.0935], [-3.1366, 4.7258, -0.0706], [-3.2632, 1.5917, 0.7489], [-3.9737, 0.4290, 0.4488], [-4.8815, -0.0858, 1.3597], [-5.0864, 0.5500, 2.5788], [-4.3798, 1.7022, 2.8840], [-3.4678, 2.2198, 1.9745], [-2.0027, -0.7684, -4.1542], [-3.8435, 0.3415, -5.3855], [-4.9032, 2.3727, -4.4896], [-4.1681, 3.3130, -2.3281], [0.1916, 4.0733, -0.1103], [0.2788, 6.4984, 0.2097], [-1.8158, 7.8149, 0.3204], [-3.9987, 6.6710, 0.1435], [-4.0995, 4.2325, -0.1234], [-3.8207, -0.0689, -0.5015], [-5.4385, -0.9803, 1.1136], [-5.8035, 0.1499, 3.2836], [-4.5327, 2.2020, 3.8321], [-2.9185, 3.1188, 2.2233], [-0.6686, -3.0521, -0.1659], [-0.0224, -1.7927, 0.0321], [0.5433, -1.1721, -1.1259], [1.7850, -1.8583, -1.6284], [-1.4690, -2.9592, -0.8996], [-1.0867, -3.3479, 0.7947], [0.0468, -3.8079, -0.4944], [1.5610, -2.8667, -1.9869], [2.5394, -1.9230, -0.8442], [2.1953, -1.2896, -2.4611], [1.3146, 2.1607, -1.9369], [2.7294, 2.7333, -1.1764], [3.6848, 3.1262, -0.6618]], "e_homo_ev": -9.09, "charge": 1, "e_lumo_ha": -0.082, "homo_lumo_gap_ev": 6.84}

***

[4]
{"formula": "C39H39AgF6N7O11P2S2", "method": "ωB97M-V with the def2-TZVPD basis set", "elements": ["Ag", "C", "C", "N", "C", "C", "N", "C", "C", "N", "H", "H", "H", "H", "H", "H", "H", "H", "H", "H", "H", "H", "H", "H", "H", "O", "N", "O", "C", "C", "C", "C", "O", "C", "C", "N", "O", "O", "N", "O", "O", "H", "H", "F", "C", "F", "F", "S", "O", "O", "N", "S", "O", "O", "C", "F", "F", "F", "C", "P", "C", "C", "C", "C", "C", "C", "C", "C", "C", "C", "C", "C", "P", "C", "C", "C", "C", "C", "C", "C", "C", "C", "C", "C", "C", "H", "H", "H", "H", "H", "H", "H", "H", "H", "H", "H", "H", "H", "H", "H", "H", "H", "H", "H", "H", "H", "H"], "xyz": [[1.1180, -0.7063, 2.8359], [1.3005, 1.4980, 5.4568], [1.4593, 0.0598, 5.9449], [0.5066, -0.8511, 5.3095], [-0.9177, -0.5732, 5.4502], [-1.6658, -0.7886, 4.1305], [-1.1553, 0.0849, 3.0824], [-1.2325, 1.5152, 3.3910], [0.0913, 2.3154, 3.4117], [1.2364, 1.6336, 3.9973], [2.1362, 2.0855, 5.8674], [0.4116, 1.9348, 5.9038], [1.3719, 0.0654, 7.0343], [2.4673, -0.3094, 5.6892], [0.7215, -1.8177, 5.5185], [-1.0747, 0.4738, 5.7490], [-1.3936, -1.1790, 6.2358], [-2.7343, -0.6512, 4.2848], [-1.5021, -1.8282, 3.7833], [-1.6064, -0.1268, 2.2038], [-1.7867, 1.6360, 4.3298], [-1.8688, 1.9851, 2.6160], [-0.1107, 3.2649, 3.9075], [0.3768, 2.5408, 2.3888], [2.1233, 1.9256, 3.6224], [3.3274, -0.8491, -4.6384], [2.9119, -1.8787, -4.1388], [2.8097, -2.9196, -4.7512], [2.4547, -1.8463, -2.7587], [2.4295, -0.6647, -2.0338], [1.8632, -0.6112, -0.7919], [1.2220, -1.7835, -0.1914], [0.5362, -1.7868, 0.8431], [1.3820, -3.0283, -0.9675], [1.8997, -3.0044, -2.2250], [0.9247, -4.3282, -0.4365], [0.9888, -5.2691, -1.1977], [0.5498, -4.4192, 0.7071], [1.7495, 0.7363, -0.2277], [1.8698, 1.6840, -0.9761], [1.5384, 0.9051, 0.9545], [2.8519, 0.2412, -2.4682], [1.8727, -3.9045, -2.8142], [3.6778, -4.9473, 2.6827], [4.3043, -3.7686, 2.7239], [4.2904, -3.2813, 1.4907], [5.5546, -3.9633, 3.1213], [3.3971, -2.6726, 3.8943], [2.0398, -3.1166, 3.6851], [4.0039, -2.8376, 5.1800], [3.5123, -1.2180, 3.2340], [4.7543, -0.2242, 3.5159], [6.0383, -0.8467, 3.6679], [4.3765, 0.8303, 4.4182], [4.9105, 0.6981, 1.9131], [4.5931, 0.0059, 0.8358], [4.1954, 1.8274, 1.9183], [6.1950, 1.0701, 1.8466], [-1.3366, -0.4615, -2.4159], [-1.3770, 0.0929, -0.6475], [-2.7504, -0.9611, -0.0323], [-3.7947, -0.4652, 0.7341], [-4.7555, -1.3143, 1.2503], [-4.6976, -2.6758, 1.0114], [-3.6357, -3.1907, 0.2908], [-2.6688, -2.3440, -0.2072], [-2.2043, 1.7589, -0.6874], [-1.5147, 2.7898, -0.0584], [-2.0354, 4.0771, -0.0239], [-3.2458, 4.3477, -0.6486], [-3.9257, 3.3186, -1.2721], [-3.4272, 2.0356, -1.2970], [-0.1019, 0.5398, -3.3223], [-0.0412, -0.2080, -4.9862], [0.5132, 0.5735, -6.0029], [0.7173, 0.0493, -7.2545], [0.4409, -1.2906, -7.5174], [-0.0835, -2.0808, -6.5126], [-0.3549, -1.5204, -5.2558], [-1.0713, 2.0530, -3.7207], [-2.2282, 2.0316, -4.4968], [-2.9017, 3.2075, -4.7966], [-2.4051, 4.4221, -4.2907], [-1.2590, 4.4575, -3.5272], [-0.5703, 3.2704, -3.2470], [-2.3147, -0.5307, -2.8988], [-0.9709, -1.4891, -2.3623], [-3.8805, 0.5936, 0.9093], [-5.5687, -0.8753, 1.8304], [-5.4682, -3.3358, 1.3945], [-3.5931, -4.2597, 0.1038], [-1.8194, -2.7937, -0.7365], [-0.5630, 2.6026, 0.3869], [-1.4705, 4.8824, 0.4546], [-3.6790, 5.3507, -0.6349], [-4.8681, 3.5277, -1.7645], [-3.9561, 1.2251, -1.7674], [0.7335, 1.6131, -5.7929], [1.1316, 0.6806, -8.0488], [0.6327, -1.7065, -8.5023], [-0.3287, -3.1266, -6.6965], [-0.7769, -2.1433, -4.4921], [-2.5495, 1.0870, -4.9264], [-3.7858, 3.1773, -5.4286], [-2.9314, 5.3406, -4.4906], [-0.8641, 5.3861, -3.1253], [0.3090, 3.2654, -2.6370]], "e_homo_ev": -5.53, "charge": -1, "e_lumo_ha": 0.067, "homo_lumo_gap_ev": 7.37}

***

Number 1: calculated total energy -1782.3794 a.u.. Number 2: calculated total energy -6208.6906 a.u.. Number 3: calculated total energy -3457.3657 a.u.. Number 4: calculated total energy -4945.5689 a.u..